(1)
ORCA calculation (ωB97M-V/def2-TZVPD) on a structure of composition C39H33BrN5STi.

Values from the calculation:
F_max: 0.0162 Eh/bohr
energy above the lowest of the compared OMol25 structures with the same formula, charge and spin: 0.0000 eV
charge: +1
highest occupied orbital energy (spin up / spin down): -8.903 / -8.911 eV

Geometry (Å):
Ti  -1.29672  -0.79767  0.28860
C  -3.30144  1.50426  3.50787
C  -3.80035  2.63312  2.88068
C  -3.62537  2.78114  1.51360
C  -2.96126  1.78829  0.81415
N  -2.48725  0.68895  1.42131
C  -2.64573  0.55736  2.74326
C  -2.69527  1.83693  -0.64306
C  -3.19899  2.81526  -1.48136
C  -2.89722  2.75852  -2.83326
C  -2.10884  1.72407  -3.30368
C  -1.64472  0.78136  -2.40437
N  -1.92228  0.83634  -1.09810
H  -3.40781  1.35358  4.57224
H  -4.31500  3.39706  3.44775
H  -3.99449  3.66111  1.00895
H  -2.22547  -0.33888  3.17755
H  -3.82430  3.60576  -1.09492
H  -3.28078  3.51198  -3.50791
H  -1.85599  1.63443  -4.35000
H  -1.03602  -0.05110  -2.72362
Br  4.75329  2.41904  3.58859
C  3.34771  1.34788  2.91901
C  2.05431  1.84287  2.91361
C  1.02254  1.04099  2.45478
C  1.26727  -0.25618  2.00965
C  2.57875  -0.72805  1.99753
C  3.61592  0.07071  2.44998
N  0.16641  -1.03038  1.59585
C  0.15245  -2.38112  1.75290
C  -1.10313  -2.99981  1.75396
C  -1.33331  -4.38820  1.98397
C  -2.60393  -4.82659  2.16108
C  -3.68859  -3.90641  2.09076
C  -3.42729  -2.61686  1.76064
N  -2.16808  -2.15498  1.54261
H  1.85351  2.84045  3.28009
H  0.00561  1.41444  2.47204
H  2.80183  -1.71805  1.62145
H  4.63158  -0.30071  2.44194
H  1.05403  -2.94827  1.94821
H  -0.48619  -5.05802  2.04775
H  -2.79765  -5.87070  2.36676
H  -4.70541  -4.22779  2.26118
H  -4.22403  -1.89465  1.62255
C  2.58547  3.54247  -0.45802
C  3.67717  2.71361  -1.13434
C  3.94528  3.30364  -2.52687
C  4.95377  2.80830  -0.28958
C  3.26509  1.25254  -1.30210
C  4.20177  0.33253  -1.81473
C  3.88083  -0.97902  -2.08725
C  2.57562  -1.39699  -1.84426
S  1.81637  -2.91925  -2.20663
C  0.31610  -2.29179  -1.63175
N  0.37297  -1.07191  -1.15045
C  1.64360  -0.52183  -1.29476
C  1.98686  0.80390  -1.02432
C  -0.98563  -2.94228  -1.75093
C  -1.19330  -4.08645  -2.52081
C  -2.48929  -4.51777  -2.73483
C  -3.55166  -3.80194  -2.18879
C  -3.31850  -2.69013  -1.39019
C  -2.02616  -2.23109  -1.13443
H  2.93464  4.56842  -0.33472
H  2.34007  3.15001  0.53058
H  1.67305  3.57672  -1.05879
H  4.24773  4.34882  -2.43858
H  3.04918  3.25721  -3.14922
H  4.74218  2.76622  -3.04232
H  5.22336  3.85531  -0.14051
H  5.79993  2.31821  -0.77147
H  4.81031  2.35387  0.69091
H  5.20804  0.66703  -2.02810
H  4.61686  -1.65250  -2.50547
H  1.23604  1.46455  -0.61094
H  -0.36101  -4.61954  -2.96673
H  -2.67751  -5.39668  -3.33658
H  -4.56719  -4.12818  -2.37673
H  -4.17436  -2.18751  -0.94886

---

(2)
ORCA calculation (ωB97M-V/def2-TZVPD) on a structure of composition C2H5IS.

Values from the calculation:
F_max: 0.0619 Eh/bohr
energy above the lowest of the compared OMol25 structures with the same formula, charge and spin: 1.4089 eV
highest occupied orbital energy: -9.041 eV

Geometry (Å):
C  0.25189  0.03538  -0.60064
C  -0.63266  0.02235  0.60103
S  1.58181  1.21425  0.04921
I  -2.83183  -1.50154  -0.03061
H  0.73210  -1.06228  -0.76870
H  -0.11610  0.57056  -1.47632
H  -1.30543  0.90885  0.88097
H  -0.30146  -0.58564  1.53289
H  2.62167  0.39807  -0.18782

---

(3)
ORCA calculation (ωB97M-V/def2-TZVPD) on a cluster of 3 separate species, C12H36ClN6O6P2 in total.

Values from the calculation:
F_max: 0.0242 Eh/bohr
charge: -1
highest occupied orbital energy: -6.180 eV

Geometry (Å):
Cl  -20.58312  -7.64937  17.98298
O  -20.61176  -6.81986  16.78641
O  -19.79893  -7.01690  19.01779
O  -21.93867  -7.83801  18.45778
O  -20.01039  -8.92539  17.60845
O  -23.49049  -6.11347  24.78432
P  -23.30789  -7.37150  24.05096
N  -21.81938  -8.05008  24.37964
C  -21.24896  -9.11999  23.61188
C  -20.96997  -7.53632  25.42502
N  -23.36906  -7.35689  22.39450
C  -24.66578  -7.05089  21.80395
C  -22.22845  -6.73619  21.70529
N  -24.45534  -8.52480  24.43357
C  -24.70656  -9.69937  23.63347
C  -24.84009  -8.62912  25.80574
H  -20.99390  -9.97550  24.25256
H  -20.31758  -8.79083  23.13452
H  -21.94046  -9.45731  22.84304
H  -21.37010  -6.59710  25.79798
H  -19.94238  -7.42112  25.06618
H  -20.93432  -8.24986  26.26369
H  -25.42848  -7.77621  22.08400
H  -25.00103  -6.02792  21.99772
H  -24.58651  -7.17684  20.71840
H  -22.52822  -5.90269  21.07173
H  -21.51616  -6.32147  22.42114
H  -21.70805  -7.47247  21.09465
H  -24.26207  -9.63511  22.64452
H  -24.21386  -10.57016  24.10630
H  -25.77143  -9.93481  23.55971
H  -24.71867  -7.67519  26.31348
H  -24.32214  -9.44841  26.32781
H  -25.91442  -8.86118  25.88915
O  -14.90590  -2.48404  18.18932
P  -15.52020  -3.18021  17.04506
N  -16.77830  -4.13920  17.46965
C  -17.46355  -5.00065  16.52680
C  -17.03356  -4.43860  18.86235
N  -14.35969  -4.01102  16.19783
C  -13.09621  -4.32269  16.83882
C  -14.54877  -4.58568  14.88174
N  -16.16304  -2.18964  15.89050
C  -17.54261  -1.75546  16.01861
C  -15.30745  -1.53075  14.92605
H  -18.41639  -5.33983  16.92684
H  -16.87932  -5.90080  16.29287
H  -17.65636  -4.50151  15.57428
H  -16.88965  -5.49826  19.09195
H  -18.03474  -4.14728  19.19612
H  -16.35920  -3.88334  19.51735
H  -12.25911  -3.85114  16.30253
H  -13.07419  -3.84674  17.81789
H  -12.94978  -5.40239  16.90448
H  -14.09619  -5.57883  14.83400
H  -15.60628  -4.73236  14.67840
H  -14.11870  -3.93717  14.11215
H  -17.62180  -0.71787  15.67365
H  -18.22451  -2.32062  15.37292
H  -17.86098  -1.78663  17.05617
H  -14.28877  -1.47735  15.30269
H  -15.71031  -0.54086  14.70039
H  -15.30452  -2.04891  13.95514

---

Calculated total energy per entry: -5601.3391; -775.0146; -2401.6345 Ha